Record 1
Formula: C18H30AsIrN2O4S
Source: the Open Molecules 2025 dataset
Level of theory: ωB97M-V with the def2-TZVPD basis set

Positions of all 57 atoms, in Å:
H  1.534  -5.658  -0.165
C  1.528  -1.947  -1.102
N  0.893  -2.820  -1.886
H  -2.750  2.648  3.496
O  1.409  -0.690  -1.373
H  2.772  3.700  -3.375
C  -2.531  1.641  3.170
H  -1.805  4.250  2.196
C  -1.445  1.412  2.280
H  2.836  2.667  -1.929
H  0.140  4.671  -4.526
H  -0.647  4.911  -0.993
S  -0.621  1.505  -1.846
C  -1.991  -0.960  2.339
O  0.252  2.392  0.947
H  -0.249  -1.352  -2.855
H  0.835  5.602  -1.708
Ir  0.709  0.776  -0.164
C  -3.312  0.630  3.624
As  0.469  3.275  -2.506
H  -3.780  -3.128  2.263
C  -0.644  2.500  1.835
H  3.423  -4.116  -0.232
H  2.352  1.967  -3.493
H  0.206  -4.759  -2.129
C  0.394  4.719  -1.246
C  1.094  -4.264  -1.741
H  3.108  -1.702  1.718
C  -0.804  3.872  2.409
H  -0.681  3.856  3.491
O  -0.144  -0.307  1.128
H  1.944  -4.581  -2.353
C  -1.194  0.076  1.889
H  -0.773  -3.026  -3.110
H  0.666  -2.413  -3.942
O  -3.867  -1.615  3.688
H  0.947  4.449  -0.349
H  -4.138  0.805  4.299
C  -3.665  -2.987  3.339
C  0.089  -2.369  -3.017
H  0.421  -4.368  0.293
N  2.291  -2.358  -0.081
C  3.149  -1.448  0.660
H  -2.683  -3.325  3.669
H  -4.437  -3.537  3.865
H  -1.427  4.059  -3.930
C  2.310  2.855  -2.865
H  2.836  -0.413  0.547
C  -0.389  3.803  -4.135
H  -0.068  4.540  1.973
H  -0.343  2.984  -4.850
H  -1.754  -1.960  2.010
C  2.487  -3.780  0.226
H  2.597  -3.872  1.306
H  4.182  -1.522  0.315
C  -3.050  -0.692  3.208
C  1.320  -4.597  -0.282

Forces on atoms 1 to 3 (eV/Å):
H 0.0 0.0 0.0
C 0.0 -0.1 0.0
N 0.1 0.0 0.1

Energy relative to the best compared isomer or geometry (same formula, charge and spin): 0.0 kcal/mol
Net charge: +2
LUMO level: -7.48 eV
Gap between HOMO and LUMO: 0.2419 Ha
HOMO level: -14.07 eV

=====

Record 2
Formula: C18H30AuCl2N7O3
Source: the Open Molecules 2025 dataset
Level of theory: ωB97M-V with the def2-TZVPD basis set

Positions of all 61 atoms, in Å:
H  -4.882  3.615  3.185
N  -3.004  3.398  2.278
C  2.097  -8.246  -1.240
H  -1.155  -7.682  -2.010
C  1.700  2.003  -1.071
O  1.649  -3.615  -2.378
H  -0.019  2.292  5.044
C  0.474  -0.880  2.764
Cl  -2.374  -0.640  0.618
H  -2.442  5.409  2.388
H  0.017  2.559  2.550
H  0.879  0.782  4.926
C  1.743  -5.937  -1.832
C  3.487  2.713  -2.543
H  3.644  -6.759  -1.270
C  3.024  3.941  -0.443
H  1.555  1.204  -1.796
H  4.537  2.566  -2.288
O  -1.623  2.345  0.817
C  -2.839  4.699  1.663
H  -3.500  3.954  4.236
C  -2.368  2.320  1.812
C  -0.642  0.751  -2.828
H  2.377  3.887  0.423
C  2.289  -4.587  -2.029
H  0.359  -9.499  -1.300
H  -2.555  1.395  2.353
N  -2.677  1.293  -2.936
C  0.710  1.740  4.443
H  3.379  -4.502  -1.831
Cl  0.906  -0.991  -0.457
H  0.651  -0.932  3.841
H  -3.891  2.287  3.800
H  -3.796  5.072  1.300
H  2.758  -9.044  -0.929
N  -1.075  0.912  -1.542
H  -0.256  -5.388  -2.352
H  -4.171  1.523  -4.405
H  1.645  2.305  4.503
H  0.324  0.429  -3.171
H  -2.149  4.607  0.833
C  0.149  0.495  2.286
N  2.690  2.857  -1.344
H  -0.325  -1.576  2.515
H  4.063  3.856  -0.124
H  2.890  4.903  -0.939
Au  -0.463  0.677  0.358
C  2.593  -6.967  -1.431
C  0.254  1.608  3.021
C  0.388  -6.200  -2.041
C  -3.866  3.309  3.437
C  -0.105  -7.476  -1.849
N  -2.353  1.249  -1.663
H  1.363  -1.249  2.255
O  0.987  2.089  -0.058
C  0.749  -8.500  -1.449
H  3.405  3.602  -3.169
H  -4.742  1.642  -2.726
N  -1.644  1.003  -3.700
N  -3.966  1.528  -3.396
H  3.145  1.854  -3.111

Forces on atoms 1 to 3 (eV/Å):
H 0.0 0.0 0.0
N 0.1 -0.1 -0.1
C -0.1 -0.1 0.0

Energy relative to the best compared isomer or geometry (same formula, charge and spin): 45.2 kcal/mol
2S+1: 3
Net charge: 0
LUMO level (alpha / beta): 0.54 / 0.51 eV
Gap between HOMO and LUMO (alpha / beta): 0.1968 / 0.2960 Ha
HOMO level (alpha / beta): -4.82 / -7.54 eV

=====

Record 3
Formula: C18H30AuN3O
Source: the Open Molecules 2025 dataset
Level of theory: ωB97M-V with the def2-TZVPD basis set

Positions of all 53 atoms, in Å:
C  -0.437  -3.606  -0.575
C  -0.652  2.067  -0.705
C  0.251  0.572  -2.232
H  -2.496  -0.093  -2.561
H  -0.815  1.391  6.042
H  -2.038  0.582  5.001
H  2.968  -0.084  -2.290
C  -0.730  -4.813  -1.472
H  0.275  -2.940  -1.079
H  2.493  2.251  0.785
C  2.786  0.848  -1.756
H  3.354  0.802  -0.829
Au  0.000  0.000  0.000
C  0.303  -0.360  -3.397
H  -1.574  2.304  4.688
H  -1.288  3.137  1.047
H  1.244  -0.907  -3.436
N  -0.152  0.855  4.073
H  -2.431  1.507  -3.276
H  0.185  -5.361  -1.720
N  0.529  0.247  1.867
O  -1.563  0.899  2.311
H  -2.419  -3.458  0.319
H  -1.198  -4.497  -2.413
H  0.057  -3.946  0.345
H  2.478  -0.813  0.459
H  -1.495  4.021  -0.458
H  1.351  0.718  5.578
H  3.209  1.657  -2.358
H  3.081  -0.099  4.038
C  1.333  1.069  -1.507
H  -0.500  -1.097  -3.368
C  -2.321  0.960  -2.336
N  2.742  -0.579  1.425
C  1.779  -0.052  2.313
C  -1.551  3.028  -0.004
H  -1.473  -1.963  0.428
H  0.200  0.184  -4.340
H  -3.120  1.286  -1.672
H  3.692  -0.808  1.751
H  -2.200  -2.444  -1.115
C  -1.702  -2.821  -0.213
H  1.016  2.990  1.384
H  -1.417  -5.511  -0.979
H  1.845  3.683  -0.007
C  1.571  2.743  0.479
C  2.092  0.131  3.661
C  0.768  1.890  -0.448
C  1.106  0.591  4.530
C  -0.440  0.682  2.735
C  -1.195  1.308  5.001
C  -0.973  1.188  -1.737
H  -2.593  2.711  -0.043

Forces on atoms 1 to 3 (eV/Å):
C -0.1 -0.2 0.1
C 0.8 2.1 1.2
C -2.2 -0.9 -1.3

2S+1: 3
Net charge: +2
LUMO level (alpha / beta): -6.44 / -9.32 eV
Gap between HOMO and LUMO (alpha / beta): 0.2951 / 0.2316 Ha
HOMO level (alpha / beta): -14.48 / -15.63 eV

=====

Record 4
Formula: C18H30BeCl2N7O3
Source: the Open Molecules 2025 dataset
Level of theory: ωB97M-V with the def2-TZVPD basis set

Positions of all 61 atoms, in Å:
H  3.076  -5.006  0.290
H  0.092  -1.301  5.088
H  -4.261  -3.037  -0.435
H  0.983  -0.583  3.710
H  1.456  4.269  -1.751
C  -0.093  2.791  -2.023
C  0.550  4.010  -2.308
H  -2.794  3.072  -4.072
N  -4.529  -0.683  0.099
N  -3.370  -2.615  -0.657
N  -2.274  -0.634  -0.053
C  -0.011  -0.764  4.144
N  -0.684  0.498  4.439
H  -1.598  5.188  -4.678
H  3.689  -0.806  -0.111
H  -1.841  1.571  -2.323
H  0.228  -5.912  1.703
C  3.672  -0.045  -0.901
O  -0.903  0.871  2.232
C  -1.854  3.339  -3.587
C  -0.746  0.955  5.825
C  -1.074  1.256  3.424
H  -1.551  1.691  5.918
H  2.423  -4.170  -1.161
N  -3.363  -1.352  -0.162
Cl  -1.990  3.541  1.117
C  2.872  1.806  -3.175
N  -2.708  0.584  0.366
H  2.033  -5.885  -0.860
C  -1.326  2.484  -2.627
N  1.066  -4.465  0.400
H  3.802  1.406  -3.610
H  0.200  1.422  6.136
Be  -1.407  1.625  0.884
O  -0.281  1.359  -0.146
H  4.587  -0.171  -1.502
C  0.016  4.856  -3.277
H  -0.941  0.095  6.473
H  -4.656  1.366  0.711
Cl  0.726  0.217  -3.694
H  0.252  -3.513  -1.230
H  0.431  -4.278  2.389
C  2.214  -4.910  -0.379
H  -1.548  2.226  3.645
H  0.538  5.782  -3.529
H  1.540  1.959  -0.765
H  2.349  2.389  -3.939
H  1.796  -1.061  -1.466
C  2.010  0.683  -2.644
C  -1.181  4.521  -3.921
H  -0.601  -1.352  3.430
H  3.155  2.481  -2.357
C  0.473  1.880  -1.034
C  -4.045  0.522  0.430
H  3.743  0.938  -0.407
H  1.865  -5.320  2.098
C  2.423  -0.207  -1.704
C  0.880  -5.027  1.728
O  -1.039  -3.602  0.395
C  0.036  -3.824  -0.188
H  -2.511  -3.132  -0.399

Forces on atoms 1 to 3 (eV/Å):
H -0.1 0.1 -0.2
H 0.0 -0.1 -0.2
H 0.2 0.0 0.1

Energy relative to the best compared isomer or geometry (same formula, charge and spin): 1.0 kcal/mol
Net charge: -1
LUMO level (alpha / beta): 2.11 / 2.11 eV
Gap between HOMO and LUMO (alpha / beta): 0.0680 / 0.0683 Ha
HOMO level (alpha / beta): 0.27 / 0.25 eV

=====

Record 5
Formula: C18H30BrNO6S4
Source: the Open Molecules 2025 dataset
Level of theory: ωB97M-V with the def2-TZVPD basis set

Positions of all 60 atoms, in Å:
O  -6.012  0.876  -3.666
H  2.606  -3.569  -2.496
H  0.257  2.113  6.067
C  -1.038  0.860  -0.830
S  -5.368  2.029  -4.354
H  -4.424  2.258  -6.539
H  -3.129  2.860  -4.243
H  -4.438  0.551  -5.991
C  -2.809  2.408  -0.158
C  -2.453  1.108  -0.470
C  -3.712  2.112  -3.705
H  -5.435  -0.446  -0.116
H  6.032  -2.982  2.210
H  7.608  -3.675  1.758
C  -4.127  2.688  0.164
H  0.529  4.591  4.209
H  -5.946  1.333  -6.530
H  -4.437  3.694  0.401
O  2.688  -1.256  -0.709
H  1.916  -4.683  -1.290
O  1.677  2.425  2.817
H  -3.236  1.132  -3.782
C  1.987  -3.641  -1.604
C  -4.997  1.486  -6.023
O  4.449  -5.214  1.196
N  1.143  1.121  0.131
S  5.843  -5.287  1.703
H  -3.051  -0.928  -0.707
H  1.790  -2.406  1.822
H  6.509  -7.096  0.326
O  -0.694  0.024  -1.625
C  1.509  -2.961  0.929
C  6.826  -6.059  0.411
H  7.880  -6.020  0.686
H  0.280  3.719  0.576
H  1.432  0.441  -0.569
C  6.546  -3.644  1.516
H  6.656  -5.542  -0.534
H  1.638  1.172  5.454
H  0.998  -3.230  -1.808
C  -4.704  0.347  -0.124
S  2.780  -2.688  -0.307
H  1.773  2.943  5.589
C  -0.403  3.008  0.134
S  0.487  2.255  3.691
C  -3.381  0.067  -0.456
H  1.459  -4.025  1.160
C  -5.045  1.648  0.174
C  -0.240  3.885  3.895
H  6.393  -3.295  0.495
C  1.099  2.113  5.375
H  0.552  -2.598  0.554
H  -3.794  2.384  -2.655
C  -1.744  3.459  -0.185
O  -2.019  4.606  -0.459
Br  -6.864  2.034  0.641
H  -0.650  4.189  2.934
H  1.888  1.736  0.426
H  -1.040  3.835  4.633
C  -0.036  1.736  -0.141

Forces on atoms 1 to 3 (eV/Å):
O 0.0 0.0 0.0
H 0.0 0.0 0.0
H 0.0 0.0 0.0

Net charge: 0
LUMO level: -0.37 eV
Gap between HOMO and LUMO: 0.2964 Ha
HOMO level: -8.44 eV

=====

Record 6
Formula: C18H30ClN2OPSiSn
Source: the Open Molecules 2025 dataset
Level of theory: ωB97M-V with the def2-TZVPD basis set

Positions of all 55 atoms, in Å:
H  2.861  0.614  -2.599
H  2.542  -2.407  -2.154
H  1.721  3.282  -1.602
C  3.198  0.517  2.265
O  2.101  -0.456  0.278
C  0.164  -2.229  2.352
C  -0.857  1.126  -3.488
C  -3.417  -0.090  -0.416
H  1.800  -0.417  -3.563
H  -0.329  -2.030  -2.891
H  -1.764  1.527  -3.025
H  -0.963  -2.426  5.565
H  -0.670  1.678  -4.414
H  -3.857  1.688  0.744
H  0.728  -2.834  1.641
H  -3.210  -1.803  -1.774
H  -5.695  -1.923  -2.217
H  3.415  1.177  0.353
H  1.069  3.512  -3.220
C  1.825  -3.034  -1.587
N  -0.325  -1.019  2.001
H  2.395  1.260  2.427
H  -1.266  0.772  2.717
H  -0.002  3.595  -1.817
C  -5.294  -1.150  -1.563
Si  0.119  -2.284  -1.515
H  4.140  1.045  2.525
H  3.047  -0.397  2.894
H  1.686  -4.006  -2.119
H  2.198  1.219  -4.128
H  -1.041  0.078  -3.739
C  0.860  3.079  -2.243
H  -0.734  -3.198  -0.722
H  2.250  -3.221  -0.581
H  4.677  -0.852  -0.578
C  -0.753  -2.029  4.577
Sn  -0.222  -0.245  -0.091
H  5.405  0.542  0.295
H  -7.206  -0.258  -1.156
H  5.082  -0.974  1.149
N  -2.223  -0.003  0.083
C  -0.068  -2.764  3.612
C  -3.931  -1.097  -1.337
C  1.976  0.614  -3.244
Cl  -1.999  0.227  5.363
C  4.673  -0.311  0.376
C  -6.140  -0.206  -0.964
C  -4.318  0.918  0.114
H  0.292  -3.766  3.797
C  3.225  0.175  0.746
C  -0.915  -0.234  2.952
P  0.545  1.293  -2.312
H  -6.327  1.572  0.315
C  -5.665  0.829  -0.132
C  -1.167  -0.742  4.229

Forces on atoms 1 to 3 (eV/Å):
H -0.2 0.0 0.0
H -0.4 -0.4 0.4
H 0.0 -0.1 0.0

Net charge: 0
LUMO level (alpha / beta): -0.32 / -0.70 eV
Gap between HOMO and LUMO (alpha / beta): 0.2301 / 0.1822 Ha
HOMO level (alpha / beta): -6.58 / -5.66 eV

=====

Record 7
Formula: C18H30ClO11PS
Source: the Open Molecules 2025 dataset
Level of theory: ωB97M-V with the def2-TZVPD basis set

Positions of all 62 atoms, in Å:
H  -0.838  -0.141  1.561
H  6.191  2.184  -4.145
C  -3.686  2.380  4.086
C  3.402  0.754  -4.359
H  -2.135  -2.052  1.955
C  4.216  -0.284  -5.070
C  -1.943  -5.914  0.032
C  5.426  1.712  -4.767
H  -1.644  3.054  3.856
O  -0.771  0.509  3.492
O  -2.741  -0.077  -0.473
H  -2.620  -5.211  -0.458
C  0.249  5.402  -0.212
H  5.418  2.196  -5.749
O  -0.592  -5.728  1.947
O  4.143  1.884  -4.165
H  0.118  -1.278  0.595
C  -1.315  -0.075  -0.527
H  -2.429  2.524  2.327
O  -0.159  -4.290  0.223
H  4.075  -1.270  -4.622
H  -4.824  0.668  4.772
P  0.652  3.663  -0.869
H  -3.121  -7.539  0.904
O  -4.327  -1.417  0.485
H  -0.922  -7.759  1.932
H  3.937  -0.294  -6.127
C  -0.870  -0.824  0.702
H  -3.353  -5.945  1.642
C  5.622  0.221  -4.865
C  -3.159  -1.109  0.316
H  -4.673  0.778  3.001
H  -1.531  -6.624  -0.690
C  -2.343  2.347  3.402
H  0.992  5.827  0.593
Cl  3.899  4.673  1.266
O  2.233  0.634  -4.030
S  1.951  2.720  1.508
O  -2.977  0.161  3.987
H  6.016  -0.164  -3.917
H  3.035  4.234  -1.645
C  -1.979  -1.827  0.897
H  6.312  -0.070  -5.661
H  -1.802  -2.744  0.328
H  0.336  6.144  -1.144
H  -0.947  0.955  -0.533
O  1.600  4.004  2.357
C  2.111  3.623  -2.090
H  -0.893  5.490  0.126
C  -0.815  -5.195  0.710
H  -1.000  -0.570  -1.452
H  2.412  2.542  -2.427
H  -3.552  2.628  5.147
H  1.771  4.243  -3.053
O  0.726  2.444  0.358
H  -1.808  -6.856  3.185
C  -1.907  0.932  3.633
O  3.458  3.113  0.784
H  -4.379  3.108  3.655
C  -4.160  0.957  3.952
C  -2.612  -6.614  1.188
C  -1.470  -6.835  2.145

Forces on atoms 1 to 3 (eV/Å):
H 0.1 -0.3 -0.4
H -0.3 0.1 -0.1
C -0.4 0.8 0.3

Net charge: 0
LUMO level: -0.43 eV
Gap between HOMO and LUMO: 0.2675 Ha
HOMO level: -7.71 eV

=====

Record 8
Formula: C18H30N3O6P
Source: the Open Molecules 2025 dataset
Level of theory: ωB97M-V with the def2-TZVPD basis set

Positions of all 58 atoms, in Å:
C  1.408  -1.886  -2.327
O  1.576  -2.332  -4.985
H  0.844  0.836  5.956
H  2.396  -3.811  -2.578
H  -0.677  -0.138  1.701
C  -2.952  1.374  1.878
H  -5.070  3.085  3.943
H  -5.074  -1.097  2.915
H  -1.163  -0.727  -4.988
C  -3.521  0.092  1.998
H  -0.520  2.419  3.062
O  -0.295  -3.365  -4.004
O  4.060  -2.674  -4.189
H  -3.096  -0.742  1.457
H  2.497  1.281  -0.164
C  -3.514  2.457  2.580
O  4.603  -1.509  -2.311
H  1.070  2.395  5.128
H  -6.063  0.816  4.157
H  -0.647  0.319  -2.231
H  2.039  -3.474  -0.167
H  3.076  -2.031  -0.179
H  1.119  0.965  -3.845
C  0.363  0.810  3.882
H  0.657  -2.089  -1.561
H  -3.093  3.447  2.484
H  3.173  -2.771  -4.616
H  -0.573  1.815  5.516
O  0.396  0.465  -0.628
C  2.625  -2.823  -2.163
C  0.669  0.922  0.478
H  -0.217  1.561  -4.853
H  1.735  -0.851  -2.222
H  -1.557  2.634  0.843
H  -0.216  -3.555  -4.951
H  -1.964  -0.631  -2.697
C  -4.636  2.254  3.404
C  2.895  -3.000  -0.658
H  1.986  2.800  2.224
C  -5.199  0.971  3.525
C  -1.734  1.569  0.996
C  -0.467  -0.483  -4.179
C  3.868  -2.283  -2.905
C  0.430  1.519  5.215
N  -1.256  0.034  -3.015
P  0.587  -2.048  -3.916
H  3.554  2.338  1.548
H  -1.967  1.135  0.023
C  2.566  1.967  1.827
C  -0.453  0.919  1.549
H  2.697  1.199  2.593
N  1.914  1.390  0.653
C  -4.641  -0.111  2.822
O  0.794  -0.328  3.766
C  0.406  0.689  -4.630
H  0.967  0.425  -5.532
H  3.774  -3.633  -0.503
N  -0.176  1.493  2.874

Forces on atoms 1 to 3 (eV/Å):
C -0.3 -0.5 -0.2
O 0.9 0.8 -1.1
H 0.0 0.1 -0.2

Structure (SMILES): C[C@H](N)[P@](=O)(O)C[C@H](C)C(=O)O.CNC(=O)[C@H](Cc1ccccc1)NC(C)=O
Net charge: 0
LUMO level: 0.36 eV
Gap between HOMO and LUMO: 0.3464 Ha
HOMO level: -9.07 eV

=====

Q: Look up the net charge of the fifth one.
A: 0